92
Properties=species:S:1:pos:R:3 method="wB97M-V/def2-TZVPD" multiplicity=2 s_squared=0.77 e_tot_ha=-2720.73733 de_lowest_kcal_mol=9.1 total_charge=+4 orbital_gap_ev="6.70 / 6.84"
Ir -1.7857 0.6724 -2.1467
N -2.8351 2.0458 -3.3773
C -4.1196 2.6342 -2.8812
C -5.1830 1.5720 -2.6748
C -4.9528 0.7015 -1.4545
N -3.7643 -0.2060 -1.5822
H -2.2099 2.8189 -3.6020
H -3.0464 1.6040 -4.2725
H -4.4543 3.3727 -3.6097
H -3.9052 3.1573 -1.9461
H -5.2993 0.9630 -3.5775
H -6.1394 2.0785 -2.5362
H -5.8290 0.0910 -1.2397
H -4.7680 1.3360 -0.5851
H -3.9744 -0.9281 -2.2739
H -3.6869 -0.7108 -0.7024
C -0.3760 5.4657 -1.8703
N -0.7895 4.7785 -0.6388
C -0.7113 5.6427 0.5547
C -1.0865 3.4916 -0.5386
S -0.3371 2.4355 -1.7498
N -1.8063 3.0521 0.4942
C -1.7144 1.6923 1.0065
C -2.8769 3.8660 1.0909
H -0.8924 6.4237 -1.9075
H -0.6331 4.8837 -2.7474
H 0.6985 5.6474 -1.8541
H 0.1668 6.2752 0.4407
H -0.5935 5.0360 1.4479
H -1.5887 6.2818 0.6431
H -0.7376 1.2680 0.7932
H -2.5012 1.0525 0.5937
H -1.8475 1.7277 2.0872
H -3.1091 4.7127 0.4510
H -2.6076 4.2213 2.0846
H -3.7659 3.2402 1.1766
C 3.3776 0.2789 1.0399
C 3.8047 -0.9848 1.8088
C 4.0719 -0.5616 3.2619
C 5.1025 -1.5303 1.2026
C 2.6596 -2.0517 1.7574
O 1.4963 -1.5694 2.4230
C 3.1369 -3.3927 2.3459
C 2.0664 -4.4668 2.5567
C 1.2241 -4.4022 3.7856
C -0.1277 -4.8374 3.7336
C -0.8610 -4.9902 4.8706
C -0.2603 -4.6983 6.1267
Cl -1.1250 -4.9393 7.5326
C 1.0798 -4.2263 6.1984
C 1.7958 -4.0862 5.0489
C 2.2391 -2.2990 0.2717
N 0.8942 -1.8495 -0.0892
C 0.5759 -0.7622 -0.7739
N -0.7427 -0.7495 -0.9963
C -1.1744 -1.8895 -0.3736
N -0.2071 -2.5742 0.1713
H 3.9751 1.1273 1.3729
H 2.3282 0.5262 1.2242
H 3.5527 0.1897 -0.0366
H 4.9813 0.0379 3.2979
H 4.2317 -1.4021 3.9375
H 3.2750 0.0705 3.6648
H 5.7883 -0.7049 1.0100
H 4.9464 -2.0460 0.2513
H 5.6128 -2.2179 1.8766
H 1.7661 -1.2438 3.2909
H 3.6773 -3.2275 3.2762
H 3.8820 -3.7970 1.6585
H 2.6123 -5.4156 2.6898
H 1.4415 -4.6189 1.6756
H -0.5582 -5.0879 2.7730
H -1.8792 -5.3548 4.8509
H 1.5123 -4.0213 7.1688
H 2.8316 -3.7818 5.1100
H 2.3018 -3.3524 0.0073
H 2.9000 -1.7608 -0.4021
H 1.2851 -0.0152 -1.0888
H -2.1919 -2.2441 -0.3600
C -0.8326 1.0467 -5.9547
Sb -0.1074 0.3407 -4.0987
C 0.2792 -1.7150 -4.3874
C 1.7827 1.2710 -3.9052
H -0.0274 0.8449 -6.6629
H -1.0182 2.1189 -5.9357
H -1.7228 0.5060 -6.2710
H 1.1157 -1.7715 -5.0845
H -0.5890 -2.2031 -4.8256
H 0.5446 -2.2033 -3.4528
H 2.4196 0.8754 -4.6967
H 2.2387 1.0687 -2.9391
H 1.6807 2.3462 -4.0326